Entry from the Open Molecules 2025 dataset: a molecular structure, C4H10Cl4Hg2O2 in a non-equilibrium geometry (ωB97M-V with the def2-TZVPD basis set).

Element x y z (Å)
Hg 1.0610 3.8102 0.8967
Hg -0.6904 0.7885 1.8918
C 1.2478 2.6024 3.7326
O 0.4683 2.1999 2.6116
H 0.8884 3.6029 3.9832
H 1.1964 1.9921 4.6360
H 2.3173 2.6463 3.5160
C 0.0058 1.2535 -1.3143
O 0.3219 1.7567 -0.0259
H -0.9336 1.6249 -1.7291
H 0.7407 1.4692 -2.0924
H -0.0719 0.1677 -1.2265
C -0.1609 -1.4884 -3.8122
Cl -1.8861 -1.1563 -3.4837
Cl 0.6448 -2.4633 -2.5676
H -0.1620 -2.0075 -4.7672
H 0.3943 -0.5687 -3.9769
C -1.2009 -3.3285 0.7247
Cl -1.3004 -1.5531 0.6765
Cl 0.3978 -3.8023 1.3103
H -2.0032 -3.7937 1.2931
H -1.2750 -3.7524 -0.2767

Computed properties:
Total charge = +2
Frontier orbital gap = 4.1 eV
E_LUMO = -11.780 eV
2S+1 = 1
HOMO energy = -15.91 eV

Entry from the Open Molecules 2025 dataset: a molecular structure, C23H22CaCl4F2N4O3S (ωB97M-V with the def2-TZVPD basis set).

Element x y z (Å)
Ca -0.6575 0.1206 0.3548
F 5.1541 -0.5037 0.5377
C 4.1092 0.2669 0.1493
C 2.8562 0.0385 0.6820
C 1.7500 0.8100 0.3093
C 1.9870 1.8543 -0.6163
C 3.2604 2.0194 -1.1583
F 3.4967 2.9560 -2.1155
C 4.3442 1.2451 -0.7966
C 0.8592 2.7683 -0.9778
C 1.0441 4.0965 -1.3706
C -0.0547 4.8924 -1.6364
C -1.3323 4.3654 -1.5052
C -1.4416 3.0497 -1.1012
N -0.3861 2.2728 -0.8504
H 2.7651 -0.7775 1.3959
H 5.3194 1.4011 -1.2335
H 2.0395 4.5019 -1.4473
H 0.0851 5.9241 -1.9337
H -2.2173 4.9571 -1.6912
H -2.4153 2.5969 -0.9420
N -2.3186 -0.5188 -1.5119
C -2.0538 -0.4814 -2.9570
C -0.8792 -1.3776 -3.3246
C 0.4706 -0.8728 -2.7819
C 1.1746 -1.8239 -1.8267
N 0.3878 -2.0441 -0.5953
H -2.7384 -1.4102 -1.2624
H -3.0080 0.1810 -1.2459
H -1.8105 0.5509 -3.2200
H -2.9366 -0.7660 -3.5389
H -0.8422 -1.4536 -4.4129
H -1.0828 -2.3946 -2.9680
H 0.3305 0.0906 -2.2801
H 1.1518 -0.6708 -3.6106
H 2.1246 -1.3845 -1.5253
H 1.3911 -2.7698 -2.3357
H 0.9921 -2.4460 0.1161
H -0.3356 -2.7379 -0.7595
Cl 0.5967 0.0265 3.7187
C 0.9723 -1.6404 3.4148
C 2.2358 -2.0905 3.7582
C 2.5974 -3.3970 3.4763
C 1.6974 -4.2446 2.8491
C 0.4321 -3.7827 2.5267
Cl -0.6420 -4.8734 1.7064
C 0.0186 -2.4735 2.8061
S -1.5718 -1.9155 2.3178
H 2.9305 -1.4043 4.2216
H 3.5857 -3.7518 3.7329
H 1.9652 -5.2628 2.6057
Cl -4.2440 3.5435 1.5951
C -4.8207 1.8805 1.3487
Cl -5.3009 1.6342 -0.3495
C -3.7089 0.8844 1.7424
O -3.9133 0.1976 2.7421
O -2.7104 0.8766 0.9752
H -5.7045 1.7416 1.9583
O -2.7784 -1.5953 4.7512
N -2.2199 -0.8796 4.0898

Computed properties:
Frontier orbital gap = 7.2 eV
E_LUMO = -0.627 eV
2S+1 = 1
HOMO energy = -7.86 eV

Entry from the Open Molecules 2025 dataset: a molecular structure, C49H57Ge2N5O3OsS4Se (ωB97M-V with the def2-TZVPD basis set).

Element x y z (Å)
Os 0.4451 -0.2831 -3.0531
C -1.0318 -5.4078 3.1697
C -0.0013 -4.3273 2.9435
C 0.9378 -4.4320 1.9273
C 1.9095 -3.4563 1.7238
C 2.9091 -3.6228 0.6006
C 1.9373 -2.3361 2.5662
C 0.9951 -2.2092 3.5975
C 0.9877 -1.0205 4.5326
C 0.0405 -3.2056 3.7656
C 3.0430 -1.3335 2.4233
C 4.0846 -1.4293 3.3465
C 5.1935 -0.6070 3.2631
C 5.2823 0.3214 2.2385
C 4.2652 0.4501 1.2962
C 3.1190 -0.3751 1.3925
Ge 1.6565 -0.1782 0.0648
S 2.4512 -0.7493 -1.9438
S 0.6555 1.8603 -0.0927
Ge -1.2340 0.6477 -0.2871
S -1.6591 0.5559 -2.4809
S -0.2941 -1.1445 0.6738
C -2.9615 1.1783 0.5077
C -3.1749 2.4279 1.1243
C -4.4662 2.7684 1.5304
C -5.5268 1.8929 1.3631
C -5.3100 0.6538 0.7832
C -4.0407 0.2850 0.3484
C -3.8675 -1.0852 -0.2419
C -3.4106 -2.1458 0.5523
C -3.1501 -2.0062 2.0381
C -3.2512 -3.4058 -0.0307
C -3.5671 -3.6411 -1.3571
C -3.4482 -5.0230 -1.9520
C -4.0649 -2.5822 -2.1174
C -4.2349 -1.3155 -1.5801
C -4.8432 -0.2136 -2.4137
C -2.1052 3.4438 1.4109
C -1.8553 4.4877 0.5172
C -2.4885 4.5417 -0.8561
C -0.9898 5.5146 0.9025
C -0.3888 5.5339 2.1491
C 0.4566 6.7046 2.5947
C -0.6103 4.4563 3.0063
C -1.4510 3.4109 2.6586
C -1.6559 2.2595 3.6131
C 4.4259 1.5020 0.2407
C 5.1518 1.2474 -0.9248
C 5.8522 -0.0708 -1.1585
C 5.2231 2.2379 -1.9022
C 4.5880 3.4609 -1.7512
C 4.5978 4.4940 -2.8530
C 3.9311 3.7187 -0.5510
C 3.8631 2.7690 0.4580
C 3.2405 3.1146 1.7896
H -1.0121 -6.1468 2.3666
H -2.0388 -4.9868 3.2244
H -0.8433 -5.9285 4.1118
H 0.9144 -5.2964 1.2668
H 2.9194 -4.6556 0.2486
H 3.9181 -3.3512 0.9185
H 2.6550 -2.9912 -0.2583
H 1.4593 -0.1448 4.0871
H 1.5249 -1.2517 5.4578
H -0.0367 -0.7606 4.8040
H -0.6991 -3.0991 4.5588
H 4.0158 -2.1789 4.1301
H 5.9920 -0.6932 3.9925
H 6.1500 0.9703 2.1581
H -4.6240 3.7366 1.9968
H -6.5206 2.1704 1.6984
H -6.1294 -0.0506 0.6664
H -3.2513 -0.9805 2.3857
H -2.1471 -2.3513 2.2916
H -3.8639 -2.6221 2.5952
H -2.8780 -4.2242 0.5851
H -2.8598 -5.6805 -1.3103
H -2.9770 -4.9903 -2.9363
H -4.4370 -5.4704 -2.0790
H -4.3389 -2.7569 -3.1573
H -4.9244 -0.5203 -3.4585
H -4.2476 0.6981 -2.3669
H -5.8462 0.0347 -2.0544
H -3.1095 3.6713 -1.0571
H -1.7127 4.5856 -1.6256
H -3.1099 5.4350 -0.9631
H -0.8072 6.3349 0.2097
H 0.6116 7.4148 1.7806
H 1.4314 6.3758 2.9561
H -0.0296 7.2351 3.4174
H -0.1195 4.4422 3.9788
H -1.2315 2.4933 4.5912
H -1.1623 1.3529 3.2404
H -2.7153 2.0248 3.7403
H 5.4243 -0.8750 -0.5603
H 6.9135 0.0102 -0.8998
H 5.7857 -0.3554 -2.2107
H 5.7601 2.0275 -2.8259
H 5.2104 4.1671 -3.6951
H 4.9848 5.4508 -2.4941
H 3.5822 4.6600 -3.2217
H 3.4599 4.6891 -0.3986
H 2.9439 4.1625 1.7996
H 3.9510 2.9432 2.6036
H 2.3520 2.5148 2.0009
N -1.4518 -0.5004 -6.0857
N -1.7792 -1.8303 -6.2119
C -1.4822 -2.7165 -5.2419
N -1.8356 -3.9833 -5.4623
N -0.9079 -2.2775 -4.1207
N -0.5855 -3.1409 -3.1478
O -0.0153 -2.5898 -2.2042
O -0.8184 -4.3534 -3.1659
H -2.2325 0.0523 -5.7651
H -1.0473 -0.1312 -6.9288
H -2.2415 -2.1605 -7.0340
H -2.1808 -4.2891 -6.3529
H -1.5667 -4.6457 -4.7574
O 1.8181 -1.6851 -5.1090
H 2.1071 -0.8331 -5.4616
H 2.5803 -2.0232 -4.6183
Se 1.1918 1.5362 -4.1892

Computed properties:
Frontier orbital gap (spin up / spin down) = 6.6 / 6.6 eV
E_LUMO (spin up / spin down) = -0.243 / -0.697 eV
2S+1 = 5
HOMO energy (spin up / spin down) = -6.89 / -7.28 eV

Entry from the Open Molecules 2025 dataset: C4H6N2O in the gas phase in a non-equilibrium geometry (ωB97M-V with the def2-TZVPD basis set).

Element x y z (Å)
N 1.8649 -1.3678 -1.3961
C 1.0244 -0.5604 -0.9086
O 1.1699 -0.2576 0.4218
C 0.3630 0.7998 0.8991
C -1.0631 0.3302 1.1750
C -1.7193 0.0052 -0.1359
N -1.1973 -0.2337 -1.1842
H 1.6690 -1.5771 -2.3728
H -0.6053 -0.4178 -1.9839
H 0.3421 1.6283 0.1798
H 0.8408 1.1563 1.8145
H -1.0410 -0.5852 1.7751
H -1.6480 1.0797 1.7162

Computed properties:
Frontier orbital gap (spin up / spin down) = 8.1 / 7.1 eV
E_LUMO (spin up / spin down) = 0.229 / -0.177 eV
2S+1 = 1
HOMO energy (spin up / spin down) = -7.86 / -7.24 eV

Entry from the Open Molecules 2025 dataset: a molecular structure, C4H9BrNO in a non-equilibrium geometry (ωB97M-V with the def2-TZVPD basis set).

Element x y z (Å)
C 1.4868 0.9823 -0.0128
C 0.8410 -0.1601 -0.1813
C 1.3438 -1.5102 0.0699
C -1.5279 0.4558 0.4595
N -0.5962 -0.1375 -0.6101
O -1.5822 1.7340 0.1137
Br -3.3110 -0.3298 0.1488
H 1.1343 1.9770 -0.2183
H 2.5319 1.0552 0.1780
H 1.4132 -2.1259 -0.8490
H 0.9146 -2.2644 0.7774
H 2.3975 -1.3924 0.3957
H -1.0029 0.0022 1.6700
H -0.8954 -1.0100 -0.9793
H -0.7172 0.6083 -1.3562
H -2.4301 2.1158 0.3939

Computed properties:
Total charge = +1
Frontier orbital gap (spin up / spin down) = 6.9 / 7.9 eV
E_LUMO (spin up / spin down) = -3.457 / -7.210 eV
2S+1 = 3
HOMO energy (spin up / spin down) = -10.39 / -15.10 eV

Entry from the Open Molecules 2025 dataset: 3 unconnected molecules or ions with the total composition C12H26N2O10S (ωB97M-V with the def2-TZVPD basis set).

Element x y z (Å)
C -2.8501 1.3736 -0.3910
S -1.4515 0.3576 -0.8157
O -0.3215 1.1711 -1.1446
O -1.3265 -0.6104 0.2319
N -1.8021 -0.4972 -2.2111
C -1.7273 0.2930 -3.4256
O -1.0462 -0.0258 -4.3504
O -2.5086 1.3681 -3.3495
C -2.2355 2.4306 -4.2981
C -0.8417 2.9837 -4.2275
N -0.6208 3.7153 -2.9745
H -2.5365 2.4100 -0.4539
H -3.1632 1.0941 0.6064
H -3.6443 1.2225 -1.1141
H -2.7576 -0.8432 -2.1236
H -2.4879 2.0976 -5.3013
H -2.9378 3.2140 -4.0226
H -0.0954 2.2074 -4.3843
H -0.7596 3.6741 -5.0687
H -1.1955 3.3278 -2.2368
H 0.3373 3.6050 -2.6707
C 4.2582 5.5291 2.5794
C 4.6776 4.1384 3.0020
O 3.5467 3.2823 3.2313
C 2.9742 2.7879 2.1318
O 3.3322 2.9877 0.9991
O 1.9235 2.0631 2.5019
C 1.1674 1.5093 1.4148
H 3.5684 5.9551 3.3087
H 5.1328 6.1758 2.5071
H 3.7641 5.5072 1.6094
H 5.1970 4.1644 3.9580
H 5.3357 3.6788 2.2656
H 1.8092 0.9391 0.7486
H 0.6719 2.2983 0.8565
H 0.4302 0.8501 1.8631
C -1.9264 -7.8305 1.4956
C -0.9334 -7.2267 2.4642
O 0.0247 -6.3887 1.7987
C -0.4127 -5.1706 1.4715
O -1.5112 -4.7310 1.6991
O 0.5619 -4.5415 0.8243
C 0.2201 -3.2280 0.3569
H -1.4042 -8.3635 0.7005
H -2.5764 -8.5327 2.0181
H -2.5459 -7.0576 1.0433
H -0.3342 -8.0021 2.9374
H -1.4341 -6.6548 3.2446
H -0.1645 -2.6122 1.1628
H -0.5210 -3.2927 -0.4370
H 1.1403 -2.8029 -0.0318

Computed properties:
Frontier orbital gap = 9.7 eV
SMILES = CS(=O)(=O)NC(=O)OCCN.CCOC(=O)OC.CCOC(=O)OC
E_LUMO = 0.137 eV
2S+1 = 1
HOMO energy = -9.60 eV